Entry 1:
C19H24Cl3N5O2S | the ωB97M-V functional and the def2-TZVPD basis

Geometry as ORCA input:
```
! RIJCOSX wB97M-V def2-TZVPD def2/J DEFGRID3
* xyz 0 1
C 0.10009 0.20055 2.69921
C 0.19288 1.37345 1.79742
C 1.30257 1.96949 1.26669
N 2.63761 1.58647 1.46588
C 3.17742 0.44801 0.98025
S 4.76252 0.07834 1.24886
N 2.33661 -0.38878 0.31323
C 2.77981 -1.54625 -0.37206
N 1.93528 -2.69004 -0.10733
C 0.59185 -2.66295 0.09306
O -0.05514 -1.63661 0.18158
C -0.03872 -4.02857 0.23775
C -0.78918 -4.42497 -1.04685
C -1.61493 -5.68322 -0.79271
C 0.18207 -4.65091 -2.20152
C 2.85665 -1.28405 -1.90730
Cl 3.94563 0.07391 -2.24284
Cl 1.24936 -0.90896 -2.56046
Cl 3.47760 -2.74195 -2.71365
C 0.87679 3.07080 0.42162
O 1.52310 3.88352 -0.20818
N -0.51668 3.02757 0.49494
C -1.37554 4.06454 0.10683
C -2.41075 4.48162 0.94005
C -3.24256 5.50982 0.53754
C -3.04082 6.13694 -0.68046
C -1.99733 5.73369 -1.49728
C -1.16794 4.69581 -1.11562
N -0.92569 2.03582 1.37995
C -2.17157 1.33911 1.14328
H -0.58911 0.40203 3.51626
H 1.08253 -0.02735 3.10339
H -0.26147 -0.66689 2.14753
H 3.29627 2.29255 1.76547
H 1.36873 -0.12181 0.16886
H 3.80578 -1.75676 -0.02314
H 2.37147 -3.58613 -0.25888
H -0.75835 -3.97186 1.05665
H 0.70976 -4.78399 0.47804
H -1.46440 -3.60382 -1.30857
H -2.16176 -5.96194 -1.68991
H -0.96758 -6.51251 -0.51531
H -2.33238 -5.52274 0.00854
H 0.72661 -3.74180 -2.43994
H -0.36160 -4.95967 -3.09092
H 0.89788 -5.43281 -1.95448
H -2.54956 4.01548 1.90419
H -4.04525 5.82892 1.18575
H -3.69018 6.94268 -0.98737
H -1.83001 6.22661 -2.44289
H -0.34886 4.38275 -1.74109
H -2.66313 1.14022 2.09563
H -2.82017 1.96460 0.53451
H -1.99624 0.39204 0.62579
*
```

Values from the calculation:
E_LUMO	0.43	eV
Kohn-Sham gap	8.54	eV
HOMO level	-8.11	eV
SMILES	Cc1c(NC(=S)N[C@@H](NC(=O)CC(C)C)C(Cl)(Cl)Cl)c(=O)n(-c2ccccc2)n1C



Entry 2:
C19H24Cl6N4O2 | the ωB97M-V functional and the def2-TZVPD basis

Geometry as ORCA input:
```
! RIJCOSX wB97M-V def2-TZVPD def2/J DEFGRID3
* xyz 1 2
N -3.71589 -1.65335 -5.37607
C -3.68541 -0.39885 -5.90992
C -3.38397 0.76756 -5.11654
C -3.20360 0.56692 -3.77505
C -3.52345 -0.65558 -3.14234
C -3.80112 -1.71632 -4.04322
H -3.61934 -0.36964 -6.98750
H -3.04593 1.74794 -5.41817
H -2.80662 1.44187 -3.28182
H -3.38661 -0.76805 -2.07696
H -4.13040 -2.64527 -3.60162
N -2.37290 -3.73034 -1.22614
C -1.22019 -3.04602 -1.50995
C -0.72710 -2.00673 -0.84573
C -1.43760 -1.62116 0.25944
C -2.54197 -2.29302 0.72320
C -2.93829 -3.39628 -0.07041
H -0.84354 -3.24670 -2.50205
H 0.21770 -1.54259 -1.08727
H -1.22288 -0.71642 0.80875
H -3.08867 -1.88499 1.56047
H -3.85947 -3.93562 0.09375
N 2.14640 1.61621 1.08526
C 2.08433 1.16919 -0.19219
C 0.86700 1.15431 -0.89173
C -0.30583 1.52269 -0.25652
C -0.22077 2.00357 1.04686
C 1.07909 2.11974 1.64378
H 2.97816 0.77819 -0.65541
H 0.89026 0.71399 -1.87762
H -1.20359 1.58184 -0.85396
H -1.09816 2.42221 1.51732
H 1.16353 2.25114 2.71243
C 3.60860 2.75048 3.72477
N 4.52196 3.34327 4.79023
O 4.07035 3.56074 5.88120
O 5.68769 3.52846 4.48101
H 3.14624 1.83369 4.09056
H 4.20187 2.49149 2.84782
H 2.85129 3.47997 3.43768
C 2.49908 -1.75608 1.72029
Cl 1.18461 -1.36720 2.84356
Cl 3.27599 -3.39678 2.05930
H 2.12700 -1.70267 0.69715
H 3.24158 -0.95831 1.73864
C 2.61407 -2.93534 -3.16701
Cl 1.09775 -3.51809 -4.09017
Cl 2.38409 -1.17698 -2.62161
H 2.86526 -3.63065 -2.36604
H 3.48261 -3.04613 -3.81621
C -0.41539 3.19706 5.51901
Cl -1.16952 4.81855 5.30369
Cl -1.11001 2.04047 4.33029
H 0.65467 3.36065 5.39134
H -0.86295 2.85296 6.45143
*
```

Values from the calculation:
E_LUMO (alpha / beta)	-4.91 / -8.99	eV
Kohn-Sham gap (alpha / beta)	7.27 / 3.20	eV
HOMO level (alpha / beta)	-12.19 / -12.19	eV
expectation value of S²	0.77



Entry 3:
C19H24ClN2O4 | the ωB97M-V functional and the def2-TZVPD basis

Geometry as ORCA input:
```
! RIJCOSX wB97M-V def2-TZVPD def2/J DEFGRID3
* xyz 1 1
C -6.43615 -0.04847 0.24728
H -7.27885 0.29131 -0.25177
H -6.41822 -0.05133 1.22125
H -6.18604 -1.05330 -0.30103
O -5.51566 0.75701 -0.34847
C -4.30866 0.71595 0.26410
C -3.87628 -0.42277 1.09082
C -2.48492 -0.39051 1.19684
C -1.62460 0.62074 0.90132
C -1.98007 1.66400 0.29242
C -3.40251 2.04192 -0.08459
O -3.70106 3.07722 -0.87926
C -4.88127 3.17709 -1.28242
H -4.76136 4.42731 -1.59109
H -5.33298 2.64798 -2.02602
H -5.64347 3.40660 -0.18648
H -1.30872 2.35324 0.11131
N -0.24548 0.50285 1.47856
C 0.78813 -0.28583 1.10559
O 1.82605 -0.30516 1.63747
C 0.20615 -1.65091 0.27881
N 1.40151 -2.19159 0.13247
C 1.56967 -3.61044 0.31433
H 1.28560 -3.85620 1.48051
H 0.85594 -4.08782 -0.60708
H 2.65829 -4.08128 0.04925
C 1.95440 -2.13493 -1.40061
H 1.68048 -0.75753 -1.62754
H 1.38170 -2.65075 -2.00556
C 3.51328 -2.09158 -1.42869
O 4.09255 -1.38661 -0.41278
C 4.22793 -0.15224 -0.39429
C 3.89723 0.83845 -1.20151
C 4.05748 2.02212 -1.02052
C 4.64390 2.50741 0.17954
C 5.12051 1.85077 1.16775
C 4.89678 0.31118 0.73440
H 5.16967 -0.41119 1.89951
H 5.53226 2.02512 2.05701
Cl 4.80581 4.38726 0.54831
H 3.85819 2.79331 -1.58119
H 3.26848 0.57589 -1.91434
H 3.72293 -1.62439 -2.39699
H 3.75084 -3.23881 -1.49161
H 2.11546 -1.70048 0.54277
H -0.21022 -1.44335 -0.49910
H -0.23375 -2.42204 1.05990
H 0.27972 1.24203 1.89452
H -2.13154 -1.16808 1.80518
H -4.59912 -1.01916 1.24166
*
```

Values from the calculation:
E_LUMO	-2.86	eV
Kohn-Sham gap	7.59	eV
HOMO level	-10.45	eV



Entry 4:
C19H24ClN3O2 | the ωB97M-V functional and the def2-TZVPD basis

Geometry as ORCA input:
```
! RIJCOSX wB97M-V def2-TZVPD def2/J DEFGRID3
* xyz 0 1
C -3.75875 -0.40836 -0.69885
C -3.19117 0.50903 0.46613
C -4.13826 1.75081 0.55592
C -3.18027 -0.33986 1.74192
O -1.99097 -1.12608 1.63984
C -0.98328 -0.20468 1.19090
C -0.44159 0.55906 2.39950
C 0.11739 -0.91802 0.45054
C 0.77457 -2.09639 1.25792
C 1.81530 -2.64669 0.28795
C 3.12432 -1.79725 0.03931
C 3.94039 -1.39875 1.11860
C 5.03204 -0.44272 0.93925
C 5.30402 0.11550 -0.25198
Cl 6.68741 1.17527 -0.45591
C 4.44373 -0.24841 -1.36712
C 3.36901 -1.18554 -1.20258
N -1.77005 0.75121 0.33607
C -1.21495 1.85821 -0.30698
O -0.93742 2.86365 0.36185
N -0.74027 1.77006 -1.64633
C -0.93017 0.82416 -2.66503
C -0.12813 1.22692 -3.73720
N 0.50156 2.46125 -3.40968
C 0.08234 2.74456 -2.20348
H -3.30122 -1.45412 -0.71243
H -4.84240 -0.47081 -0.64282
H -3.55777 -0.01006 -1.64339
H -4.13618 2.09007 1.58849
H -5.12440 1.45975 0.32395
H -3.76793 2.56710 -0.11636
H -3.12242 0.41502 2.54000
H -4.14812 -0.93189 1.84336
H -0.99937 1.47789 2.49886
H 0.51713 0.92767 2.25505
H -0.60134 -0.12168 3.21343
H -0.22879 -1.27675 -0.51121
H 0.93222 -0.23548 0.20280
H 1.04430 -1.86538 2.31722
H 0.03193 -2.89390 1.49401
H 1.39752 -2.90452 -0.72539
H 2.17439 -3.56600 0.69774
H 3.75358 -1.88622 2.13031
H 5.70815 0.06124 1.72177
H 4.70195 0.10098 -2.37204
H 2.93082 -1.56653 -2.07233
H -1.47119 -0.06557 -2.56897
H 0.01623 0.67190 -4.63501
H 0.30609 3.68034 -1.66766
*
```

Values from the calculation:
E_LUMO	0.26	eV
Kohn-Sham gap	9.19	eV
HOMO level	-8.93	eV
SMILES	CC1(C)CO[C@@](C)(CCCc2ccc(Cl)cc2)N1C(=O)n1ccnc1